1.
Entry from OMol25: a structure of composition C3H7FeO2 in a non-equilibrium geometry (the ωB97M-V functional and the def2-TZVPD basis).

- spin multiplicity = 5
- maximum force (eV/Å) = 3.8
- HOMO level (alpha / beta) (eV) = -12.452 / -12.471
- gap between HOMO and LUMO (alpha / beta) (eV) = 7.053 / 6.284
- ⟨S²⟩ = 6.019
- E_tot (a.u.) = -1532.1269
- charge = +1

XYZ file:
```
13
Properties=species:S:1:pos:R:3:mulliken_spin:R:1
C 0.9216 -0.0576 -0.9998 0.0076
O 1.4208 0.3493 0.2924 -0.0037
C 0.6087 0.8004 1.2052 -0.0013
C -0.6322 1.3548 1.0323 -0.0008
H 0.4205 -1.4488 -0.7505 0.0246
H 1.5949 0.5943 -1.5878 0.0187
H 0.5916 -0.3246 -2.0143 0.0178
H 0.9353 0.4980 2.2052 -0.0013
H -0.8980 1.8657 0.1017 0.0107
H -1.2071 1.5436 1.9417 0.0027
Fe -1.6497 -0.5158 0.2098 3.7783
O -0.9588 -2.1274 -0.3932 0.1373
H -1.1474 -2.5317 -1.2426 0.0093
```

2.
Entry from OMol25: a structure of composition C3H7FeO3 in a non-equilibrium geometry (the ωB97M-V functional and the def2-TZVPD basis).

- spin multiplicity = 7
- maximum force (eV/Å) = 1.5
- HOMO level (alpha / beta) (eV) = -12.832 / -15.222
- gap between HOMO and LUMO (alpha / beta) (eV) = 9.333 / 5.899
- ⟨S²⟩ = 12.017
- E_tot (a.u.) = -1607.4866
- charge = +1

XYZ file:
```
14
Properties=species:S:1:pos:R:3:mulliken_spin:R:1
O 0.6809 1.9983 0.1431 0.5779
C -0.6805 1.7720 0.0068 -0.0151
C -1.0608 0.3710 0.4742 0.0769
O -0.1042 -0.5371 -0.1117 0.1318
C -0.3792 -1.8714 -0.1064 0.8517
H -1.0129 1.8857 -1.0460 0.0011
H -1.2873 2.4815 0.6026 0.0660
H -2.0701 0.0814 0.1513 -0.0085
H -0.9657 0.2748 1.5668 -0.0135
H -1.1609 -2.2072 0.5759 0.0235
H 0.3437 -2.4637 -0.6655 0.0205
Fe 1.6688 0.4598 -0.2402 3.9562
O 3.0569 -0.6415 -0.6065 0.3289
H 2.9712 -1.6035 -0.7444 0.0025
```

3.
Entry from OMol25: the ion C3H7IN with charge +1 in a non-equilibrium geometry (the ωB97M-V functional and the def2-TZVPD basis).

- energy relative to the best compared isomer or geometry (same formula, charge and spin) (eV) = 3.136
- spin multiplicity = 1
- maximum force (eV/Å) = 6.2
- HOMO level (eV) = -13.443
- gap between HOMO and LUMO (eV) = 9.417
- E_tot (a.u.) = -470.5881
- SMILES = C/C=C(\[NH3+])I
- charge = +1

XYZ file:
```
12
Properties=species:S:1:pos:R:3:mulliken_charge:R:1
C 1.5862 -0.2933 1.2000 -0.9126
C 0.0072 -0.5075 0.4770 -0.3331
C -1.0326 -0.2219 -0.3717 -0.0842
N -0.8656 0.9703 -1.1853 -0.3352
I -2.7555 -1.4489 -0.5220 0.2873
H 2.1209 -1.0432 0.6559 0.3484
H 1.4623 -0.4014 2.2185 0.3474
H 1.9189 0.7346 0.9134 0.3011
H -0.3073 -1.5347 0.9165 0.1875
H -1.3464 1.0872 -2.2052 0.4220
H 0.1676 0.7602 -1.3206 0.4274
H -0.9557 1.8986 -0.7764 0.3440
```

4.
Entry from OMol25: a structure of composition C3H7IN2 in a non-equilibrium geometry (the ωB97M-V functional and the def2-TZVPD basis).

- energy relative to the best compared isomer or geometry (same formula, charge and spin) (eV) = 3.556
- spin multiplicity = 1
- maximum force (eV/Å) = 4.3
- HOMO level (alpha / beta) (eV) = -7.762 / -7.763
- gap between HOMO and LUMO (alpha / beta) (eV) = 8.021 / 8.019
- E_tot (a.u.) = -525.5805

XYZ file:
```
13
Properties=species:S:1:pos:R:3:mulliken_charge:R:1
C -0.1828 0.2531 -0.9194 -0.4400
C 1.0010 0.2101 0.1097 -0.5636
C -1.3407 -0.0119 -0.0707 -0.4786
N 0.7009 -1.0879 0.8726 0.1845
N -0.5252 -1.2393 1.1678 -0.6931
I -1.0757 -0.2828 3.1860 -0.2560
H -0.2816 1.1278 -1.5690 0.3757
H 0.1143 -0.5507 -1.5424 0.2540
H 1.9070 -0.0330 -0.4817 0.3578
H 1.0719 1.0768 0.7268 0.3072
H -1.7599 0.7694 0.4586 0.3540
H -1.9513 -0.8282 -0.2349 0.3270
H 1.4295 -1.5384 1.4525 0.2712
```

5.
Entry from OMol25: an isolated molecule of C3H7IN2O in a non-equilibrium geometry (the ωB97M-V functional and the def2-TZVPD basis).

- energy relative to the best compared isomer or geometry (same formula, charge and spin) (eV) = 2.016
- spin multiplicity = 1
- maximum force (eV/Å) = 5.0
- HOMO level (eV) = -9.271
- gap between HOMO and LUMO (eV) = 9.669
- E_tot (a.u.) = -600.7894
- SMILES = C=N[C@@H](I)NOC

XYZ file:
```
14
Properties=species:S:1:pos:R:3:mulliken_charge:R:1
C -2.5988 -0.9471 -0.7804 -0.1828
N -1.3499 -0.6923 -0.7988 -0.4006
C -0.6973 0.4071 -0.3170 -0.1699
I -1.9408 2.1375 0.2768 0.0117
N 0.3561 -0.3791 0.7510 -0.4177
O 1.3412 0.5315 1.1623 -0.2241
C 2.5736 0.2153 0.4554 -0.6478
H -2.7830 -1.7275 -1.4265 0.2915
H -3.4184 -0.2121 -0.5250 0.1386
H 0.1359 0.7592 -0.9713 0.4176
H -0.1883 -0.5908 1.5006 0.2801
H 3.3232 -0.0413 1.2348 0.2617
H 2.7510 1.0325 -0.1856 0.3110
H 2.4956 -0.4931 -0.3764 0.3306
```

6.
Entry from OMol25: the ion C3H7IN3 with charge +1 in a non-equilibrium geometry (the ωB97M-V functional and the def2-TZVPD basis).

- energy relative to the best compared isomer or geometry (same formula, charge and spin) (eV) = 3.801
- spin multiplicity = 1
- maximum force (eV/Å) = 2.8
- HOMO level (eV) = -13.112
- gap between HOMO and LUMO (eV) = 8.037
- E_tot (a.u.) = -580.0694
- SMILES = C=[N+]1CCN(I)N1
- charge = +1

XYZ file:
```
14
Properties=species:S:1:pos:R:3:mulliken_charge:R:1
C 1.2709 1.5846 -0.4533 -0.1048
N 0.4312 0.6869 -0.1442 0.3078
C 0.5586 -0.7334 -0.5860 -0.5593
C -0.5236 -1.4077 0.2899 -0.4308
N -1.4835 -0.4136 0.8304 -0.4888
I -3.2759 0.2049 -0.3029 0.2174
N -0.6756 0.7147 0.7186 -0.0463
H 1.2326 2.5852 -0.0210 0.3127
H 2.2886 1.1883 -0.7832 0.2381
H 1.5932 -1.0337 -0.3687 0.3824
H 0.3857 -0.8681 -1.6597 0.3181
H -1.0265 -2.1915 -0.1837 0.3352
H 0.0179 -1.6473 1.1820 0.3364
H -0.7935 1.3309 1.4817 0.1818
```

7.
Entry from OMol25: a cluster of 2 separate species, C3H7IN3 in total in a non-equilibrium geometry (the ωB97M-V functional and the def2-TZVPD basis).

- energy relative to the best compared isomer or geometry (same formula, charge and spin) (eV) = 2.389
- spin multiplicity = 1
- maximum force (eV/Å) = 3.4
- HOMO level (eV) = -14.033
- gap between HOMO and LUMO (eV) = 7.438
- E_tot (a.u.) = -580.1213
- charge = +1

XYZ file:
```
14
Properties=species:S:1:pos:R:3:mulliken_charge:R:1
C 0.5748 1.9501 -0.5857 0.0073
C 0.4424 0.5349 0.9903 -0.2308
C 0.7214 -1.5546 -0.5791 -0.5862
N 0.4087 1.8566 0.6806 -0.1985
N 0.9193 0.7436 -1.2453 -0.3863
N 0.7998 -0.1462 -0.3145 0.5849
I -2.7708 -0.2590 0.4822 -0.0039
H 0.5238 2.8837 -1.1886 0.4002
H 1.0841 0.2738 1.7946 0.3096
H -0.5580 0.1908 1.2917 0.0404
H 1.3117 -2.1191 0.1814 0.2782
H -0.3454 -1.7428 -0.6405 0.2672
H 1.0433 -1.5354 -1.6229 0.3338
H -4.1550 -1.0763 0.7559 0.1840
```

8.
Entry from OMol25: an isolated molecule of C3H7IN3P in a non-equilibrium geometry (the ωB97M-V functional and the def2-TZVPD basis).

- energy relative to the best compared isomer or geometry (same formula, charge and spin) (eV) = 0.000
- spin multiplicity = 3
- maximum force (eV/Å) = 3.5
- HOMO level (alpha / beta) (eV) = -6.887 / -9.157
- gap between HOMO and LUMO (alpha / beta) (eV) = 7.282 / 8.027
- ⟨S²⟩ = 2.009
- E_tot (a.u.) = -921.6248

XYZ file:
```
15
Properties=species:S:1:pos:R:3:mulliken_spin:R:1
C -0.8354 -2.1065 0.2041 0.0026
C -1.1780 -0.6476 -0.0320 0.0048
C -1.0311 -0.0659 -1.3647 -0.0047
N 1.6158 3.7386 0.2672 0.8827
N -0.0743 0.2240 -0.2919 -0.0117
N 1.0915 2.7000 -0.0934 0.7923
P 0.1376 1.5720 0.7799 0.1640
I -2.4394 1.4092 -1.8249 0.0025
H -0.0053 -2.1507 0.9139 -0.0010
H -1.6693 -2.6307 0.7894 -0.0005
H -0.5774 -2.5796 -0.6955 0.0006
H -1.8135 -0.0250 0.7365 -0.0016
H -0.7584 -0.7387 -2.1332 -0.0017
H 1.3953 4.1047 1.1931 0.1141
H -1.0657 2.4834 0.4874 0.0575
```

9.
Entry from OMol25: the ion C3H7INS with charge +1 in a non-equilibrium geometry (the ωB97M-V functional and the def2-TZVPD basis).

- energy relative to the best compared isomer or geometry (same formula, charge and spin) (eV) = 0.681
- spin multiplicity = 1
- maximum force (eV/Å) = 3.5
- HOMO level (eV) = -13.459
- gap between HOMO and LUMO (eV) = 9.089
- E_tot (a.u.) = -868.8143
- SMILES = I[C@H]1[NH2+]CCS1
- charge = +1

XYZ file:
```
13
Properties=species:S:1:pos:R:3:mulliken_charge:R:1
I -1.7577 -2.3069 1.9469 0.2330
C -0.0404 -1.0432 1.5950 -0.6293
N 0.2041 -1.0441 0.1247 -0.3312
C -0.6534 0.0908 -0.4178 -0.4755
C -0.0875 1.3175 0.2647 -0.5166
S -0.2917 1.0543 2.0498 0.0319
H 0.7310 -1.2091 2.3441 0.5545
H -0.1720 -1.9494 -0.2341 0.3797
H 1.2800 -0.7505 -0.0870 0.3982
H -1.7329 -0.0718 -0.0288 0.3070
H -0.6285 0.0739 -1.5774 0.3408
H 1.0172 1.6125 -0.0593 0.3434
H -0.8421 2.1650 0.1153 0.3641
```

10.
Entry from OMol25: a structure of composition C3H7INS in a non-equilibrium geometry (the ωB97M-V functional and the def2-TZVPD basis).

- energy relative to the best compared isomer or geometry (same formula, charge and spin) (eV) = 1.295
- spin multiplicity = 1
- maximum force (eV/Å) = 5.1
- HOMO level (eV) = -12.453
- gap between HOMO and LUMO (eV) = 6.652
- E_tot (a.u.) = -868.7917
- charge = +1

XYZ file:
```
13
Properties=species:S:1:pos:R:3:mulliken_charge:R:1
C 2.1077 0.3733 0.3523 -0.4187
C -3.2019 -0.2806 -0.4571 -0.4396
C -2.1498 0.4002 -0.1136 0.0590
N 2.9831 -0.2476 1.1954 -0.2125
S -1.6676 2.0801 -0.7880 -0.1609
I -0.7150 -0.3614 1.1953 0.2174
H 2.2380 1.4223 0.2199 0.3176
H 1.6965 -0.1564 -0.4866 0.5102
H -3.0775 -1.3238 -0.0333 0.2122
H -3.8562 0.1144 -1.2598 0.2420
H 2.8835 -1.2248 1.2617 0.2765
H 3.4176 0.1458 1.9871 0.2682
H -2.8616 2.1281 -1.3998 0.1284
```